The following is a quantum chemistry calculation of the ion C2H11O6P4 with charge +1, from the Open Molecules 2025 dataset.

XYZ file:
```
23
Properties=species:S:1:pos:R:3:forces:R:3
C 0.9781 2.9367 -0.2725 -0.12 1.55 -1.74
C 1.1033 1.9288 -1.4966 0.18 2.99 0.74
O -1.2679 0.1854 3.1182 -0.90 1.59 0.29
O -1.3979 -1.1152 -1.5383 -0.24 -0.70 -0.86
O -1.1057 -3.1004 0.0816 -0.08 -0.40 -0.72
O 0.5489 -2.9059 -1.4670 1.15 -0.10 0.12
O 1.1473 0.2204 1.7787 0.46 1.04 -0.10
O -0.0577 1.2091 -1.5229 -3.22 -3.67 0.62
P -1.2455 -1.2706 2.4525 -0.04 -0.73 -0.74
P -0.9688 -3.1401 -1.5142 -0.41 1.12 0.73
P 0.4272 -0.9849 0.9485 0.33 0.07 0.01
P -1.0066 0.2317 -0.4550 1.28 1.68 -1.02
H 0.3991 2.5926 0.6576 1.33 0.20 -1.37
H 2.0226 3.2870 -0.1589 -0.61 -0.02 0.96
H 0.4215 3.8849 -0.6895 0.83 -1.86 0.98
H 2.0472 1.3858 -1.5508 -0.13 -0.56 0.45
H 1.0904 2.5611 -2.4401 0.06 -0.73 1.03
H -2.1329 0.5983 2.9831 0.24 0.15 0.14
H -2.0789 -0.8945 -2.2235 0.66 0.01 0.82
H -1.6872 -3.7284 0.5103 -0.59 -0.23 0.16
H 1.2990 -2.8373 -2.0585 -0.23 -0.03 -0.61
H 1.8985 0.7158 1.3914 -0.57 -0.67 0.10
H -0.4340 -1.7602 3.4661 0.63 -0.70 0.01
```
Forces are in eV/Å.

Results
E   -1899.422129 Ha
LUMO energy   -0.1558 hartree
Highest occupied orbital energy   -11.427 eV
Charge   +1
Energy relative to the best compared isomer or geometry (same formula, charge and spin)   2.0775 eV

=====

The following is a quantum chemistry calculation of a structure of composition C30H55Br6F16O14P3, from the Open Molecules 2025 dataset.

XYZ file:
```
124
Properties=species:S:1:pos:R:3:forces:R:3
C -0.4891 1.7078 -6.3867 0.13 -0.69 0.53
C -0.8790 1.1232 -4.9937 1.04 0.81 -2.04
O -2.0854 1.7708 -4.7131 -1.73 0.42 1.78
P -3.0237 1.2512 -3.5234 -0.61 -0.99 -0.15
O -2.3162 0.4771 -2.4513 -0.98 1.23 -1.32
O -4.1810 0.3699 -4.3530 1.25 1.97 2.42
C -3.9786 -1.0325 -4.3905 0.91 -0.73 -1.25
C -5.0545 -1.9450 -3.8764 -0.81 0.50 -0.62
O -3.7939 2.5945 -3.0923 1.51 -0.08 -1.21
C -3.8939 2.9399 -1.7041 -1.80 -2.06 0.80
C -5.2785 2.3508 -1.3762 -0.26 0.02 0.96
H -0.7999 0.9281 -7.0821 0.59 0.35 -0.57
H -0.9813 2.6391 -6.6667 -0.40 -0.14 0.48
H 0.5685 1.9715 -6.3834 0.16 -0.58 -0.41
H -1.0326 0.0494 -5.1005 0.19 -0.06 0.32
H -0.0628 1.3637 -4.3125 -0.61 -0.23 0.37
H -3.8192 -1.1870 -5.4576 -0.38 -0.52 -0.22
H -3.0319 -1.3820 -3.9783 0.14 0.58 0.54
H -6.0286 -1.7153 -4.3083 -0.04 0.20 -0.17
H -4.7677 -2.8930 -4.3315 -0.14 -0.42 0.67
H -5.2212 -1.9505 -2.7992 0.53 -0.25 0.00
H -3.0805 2.4680 -1.1530 -0.09 -0.09 -0.02
H -3.9378 3.9850 -1.3976 0.39 0.33 -1.21
H -6.0535 2.8751 -1.9353 0.11 0.36 0.14
H -5.4607 1.3087 -1.6387 0.76 -0.16 -0.17
H -5.4972 2.3983 -0.3094 -0.14 0.31 0.12
C 1.5990 -6.1102 6.7085 -0.23 0.93 -0.55
C 1.5642 -6.4007 5.2143 -1.56 -0.96 0.76
O 1.5480 -5.1659 4.4713 1.15 0.14 0.69
P 1.5094 -5.2596 2.8943 -0.51 -0.14 -0.60
O 2.4725 -6.1890 2.3220 0.74 0.25 0.01
O 0.0327 -5.7805 2.6842 -0.58 0.71 -0.72
C -0.2356 -7.0455 2.1019 -0.17 -1.02 -0.10
C -1.5323 -7.5203 2.6973 -0.22 0.19 0.50
O 1.4129 -3.7332 2.3868 -1.25 -1.84 1.59
C 2.5588 -2.9334 2.2293 0.60 0.25 -1.62
C 2.1111 -1.5996 1.6931 -0.01 1.24 0.07
H 0.6003 -5.7956 7.0115 0.00 -0.17 0.27
H 1.9412 -6.9623 7.2957 -0.02 0.13 -0.08
H 2.2209 -5.2278 6.8596 0.35 -0.22 0.25
H 2.2255 -7.2360 4.9840 1.07 0.97 -0.80
H 0.6088 -6.8847 5.0114 -0.38 0.08 -0.08
H -0.2671 -7.1112 1.0143 0.04 0.96 -0.20
H 0.5562 -7.7503 2.3557 0.10 0.06 0.25
H -1.4114 -7.3912 3.7729 -0.12 -0.65 0.21
H -2.4160 -6.9164 2.4913 0.16 0.19 -0.55
H -1.7388 -8.5459 2.3915 0.01 -0.05 0.29
H 3.2034 -2.9236 3.1082 -0.10 0.08 -0.01
H 3.0238 -3.3930 1.3571 1.04 -0.12 0.35
H 1.6274 -0.8970 2.3717 -0.56 -0.55 0.41
H 2.9197 -0.9475 1.3629 0.60 -0.49 -0.21
H 1.4961 -1.7532 0.8063 -0.10 -0.06 0.24
C 0.5000 -7.2656 -3.7622 0.80 -0.56 -0.55
C 1.0628 -6.7704 -2.4797 -1.34 0.27 1.45
O 0.9689 -5.3325 -2.4313 1.99 1.41 -0.05
P 1.5639 -4.6398 -1.0817 2.63 -1.97 0.78
O 2.7141 -5.4171 -0.4378 -3.05 1.97 -1.75
O 1.9771 -3.1102 -1.4246 -2.11 -0.85 0.81
C 3.2385 -2.7356 -1.9326 1.46 -0.76 0.68
C 3.2617 -2.8330 -3.4096 0.27 0.41 -0.79
O 0.2076 -4.5989 -0.2331 2.55 -0.05 -0.72
C -0.7473 -3.5979 -0.3595 -0.43 2.05 1.79
C -2.0594 -4.2293 -0.3158 -2.16 -0.72 -0.16
H 1.2411 -7.1019 -4.5445 -0.02 0.21 -0.18
H 0.5097 -8.3477 -3.6311 -0.62 -0.17 -0.29
H -0.4464 -6.8560 -4.1152 -0.05 -0.15 0.47
H 0.4698 -6.9985 -1.5940 -0.40 -1.00 -0.16
H 2.0177 -7.2527 -2.2708 0.49 0.85 -0.21
H 3.5310 -1.7254 -1.6462 -0.87 0.28 0.26
H 4.0238 -3.3143 -1.4464 -0.17 -0.60 -0.05
H 2.7534 -3.6902 -3.8510 -0.09 -0.03 0.33
H 2.7952 -1.9059 -3.7427 0.04 -0.15 -0.69
H 4.3067 -2.8858 -3.7149 -0.01 0.27 -0.29
H -0.6291 -2.9423 0.5033 0.00 -0.09 0.58
H -0.6928 -2.8206 -1.1216 0.57 -0.82 -1.08
H -2.3090 -4.8308 0.5583 0.71 0.02 0.34
H -2.8397 -3.4683 -0.3039 -0.09 0.08 -0.46
H -2.1811 -4.9171 -1.1525 -0.21 0.20 -0.29
C 2.2025 9.3365 1.4330 -1.23 -1.92 1.61
C 1.5284 10.4931 0.7887 1.25 -0.49 1.34
C 2.0953 11.7625 1.4405 -1.25 3.52 -0.68
F 1.6713 12.0349 2.7064 0.40 -1.61 0.87
F 3.4299 11.9047 1.3553 0.35 -0.94 0.29
F 1.9016 10.4683 -0.4842 -0.27 0.68 -1.76
F 0.2019 10.5349 0.9037 -0.42 -0.08 -0.13
O 1.5875 8.0377 1.0637 -0.26 0.00 1.20
C 1.5068 7.0480 2.1201 1.81 2.09 -1.90
C 1.0210 5.7312 1.4725 1.39 0.24 -1.05
F 1.0141 4.6781 2.2932 -0.73 -0.01 1.42
F -0.1401 5.9548 0.9030 -1.82 -0.08 -0.02
F 2.7947 6.8303 2.4568 0.45 -0.44 0.90
F 0.8879 7.5199 3.2136 -0.25 -0.54 -0.53
H 2.0351 9.4956 2.4982 0.30 -0.23 0.22
H 3.2638 9.4395 1.2068 -0.06 -0.60 -0.10
H 1.6780 12.6688 1.0016 -0.07 -0.36 -1.35
H 1.7038 5.3792 0.6992 0.41 0.91 -0.29
C -0.5237 1.4515 2.3900 -0.55 -1.75 -0.36
C -1.5386 2.0001 1.3192 0.58 -0.69 4.89
C -2.8200 2.5107 2.0530 -2.80 1.21 -3.63
F -3.4820 1.7273 2.8858 0.82 -1.37 1.58
F -2.6955 3.7454 2.5534 1.51 0.55 1.46
F -1.0296 3.0032 0.7106 1.15 3.80 -1.44
F -1.7176 1.1212 0.3547 -1.16 -1.79 0.01
O -0.1163 2.3528 3.3806 0.52 3.18 0.35
C 0.7648 1.9363 4.3713 -1.47 -1.01 -3.32
C 1.1405 2.9420 5.4202 1.40 1.70 1.28
F 0.0909 3.5359 6.0034 -0.45 -0.34 -0.21
F 1.8932 2.3672 6.4310 -0.77 -0.33 -0.94
F 0.1555 0.8923 4.8816 0.29 -1.82 1.75
F 1.9025 1.5394 3.7324 0.29 -0.16 0.69
H 0.2882 1.0382 1.7916 0.25 -0.04 0.27
H -1.0464 0.6743 2.9474 -0.06 -0.57 -0.56
H -3.5984 2.7438 1.3265 0.20 -0.63 -1.21
H 1.7951 3.7163 5.0201 -0.18 0.00 -0.44
C 1.3646 5.4485 -3.2971 -0.46 0.85 0.29
Br 1.6509 7.3011 -2.6815 0.37 -0.54 -0.55
Br 1.0194 5.3363 -5.2126 -0.06 0.01 0.78
Br -0.1176 4.8734 -2.1377 0.35 -0.22 -0.85
H 2.2645 4.8590 -3.1217 -0.38 0.13 0.23
C 0.8423 1.7079 -1.6389 1.68 -0.89 0.38
Br 0.6165 -0.2434 -1.3467 0.25 1.43 -0.13
Br 2.0942 1.9453 -3.1356 -0.19 -0.03 0.28
Br 1.8279 2.5906 -0.0594 -0.97 -0.94 -1.27
H -0.0979 2.1596 -1.9553 0.14 0.03 0.67
```
Forces are in eV/Å.

Results
E   -20295.595208 Ha
LUMO energy   -0.0218 hartree
Highest occupied orbital energy   -9.888 eV
Energy relative to the best compared isomer or geometry (same formula, charge and spin)   1.3738 eV

=====

The following is a quantum chemistry calculation of an isolated molecule of C5H6O, from the Open Molecules 2025 dataset.

XYZ file:
```
12
Properties=species:S:1:pos:R:3:forces:R:3
C 2.8301 0.5299 -0.1039 -0.43 -0.13 -0.10
C 1.6885 0.2147 -0.3227 0.45 0.15 0.11
C 0.3002 -0.1470 -0.6193 0.00 0.03 -0.13
C -0.6188 -0.1561 0.6035 0.10 0.03 -0.03
C -2.0811 -0.1551 0.2080 0.02 0.08 -0.20
O -2.5025 0.2470 -0.8511 0.24 -0.28 0.55
H 3.8470 0.8122 0.0616 -0.21 -0.06 0.01
H 0.2808 -1.1333 -1.0986 -0.01 0.16 0.05
H -0.1146 0.5605 -1.3437 0.12 -0.08 0.03
H -0.3953 -0.9949 1.2761 -0.15 0.14 -0.15
H -0.4667 0.7557 1.1997 -0.02 -0.11 -0.06
H -2.7676 -0.5334 0.9904 -0.10 0.07 -0.08
```
Forces are in eV/Å.

Results
E   -269.279140 Ha
SMILES   C#CCCC=O
LUMO energy   0.0323 hartree
Highest occupied orbital energy   -9.881 eV
Energy relative to the best compared isomer or geometry (same formula, charge and spin)   1.8259 eV

=====

The following is a quantum chemistry calculation of a cluster of 3 separate species, H5O2S in total, from the Open Molecules 2025 dataset.

XYZ file:
```
8
Properties=species:S:1:pos:R:3:forces:R:3
S -0.0294 1.5466 1.7667 0.01 -0.09 -0.05
H 0.3924 1.0693 2.9494 0.00 0.01 0.00
H 0.6199 -1.0763 0.5566 0.03 -0.17 -0.04
H 0.0879 -2.3599 -0.1202 0.73 0.41 0.27
O 0.9129 -1.9018 0.1423 -0.79 -0.13 -0.20
H 0.1252 0.8545 -1.7989 -0.27 0.15 -0.08
H -1.3639 0.6053 -1.5679 0.27 0.35 -0.21
O -0.7450 1.2622 -1.9281 0.02 -0.52 0.30
```
Forces are in eV/Å.

Results
E   -551.598984 Ha
Multiplicity   2
Expectation value of S²   0.753
LUMO energy (alpha / beta)   0.0200 / -0.1059 hartree
Highest occupied orbital energy (alpha / beta)   -10.611 / -10.154 eV
Energy relative to the best compared isomer or geometry (same formula, charge and spin)   0.0000 eV